# 1
Molecular formula: C38H38AsBrN7S2Zn
Method: DFT, wB97M-V/def2-TZVPD

* frontier orbital gap (alpha / beta): 0.0950 / 0.0791 hartree
* LUMO (alpha / beta): 1.767 / 1.773 eV
* HOMO level (alpha / beta): -0.817 / -0.379 eV

ORCA input file:
```
! RIJCOSX wB97M-V def2-TZVPD def2/J DEFGRID3
* xyz -1 1
Zn -14.44 7.46 14.58
N -21.44 10.16 15.43
C -21.74 9.29 14.43
N -21.05 9.33 13.26
C -21.45 8.40 12.35
C -22.46 7.57 12.80
S -23.09 8.13 14.37
C -21.20 8.76 10.96
C -21.88 8.20 9.92
S -21.43 9.02 8.45
C -20.20 9.86 9.28
N -20.19 9.66 10.59
N -19.40 10.79 8.67
H -20.63 10.78 15.30
H -21.82 10.10 16.39
H -22.87 6.64 12.36
H -22.73 7.47 10.00
H -19.09 10.52 7.77
H -18.80 11.25 9.38
Br -18.50 12.51 13.95
C -17.11 11.23 13.80
C -17.34 10.06 13.15
C -16.34 9.12 13.18
C -15.26 9.18 14.13
C -15.05 10.39 14.75
C -15.94 11.45 14.56
H -18.16 9.94 12.41
H -16.35 8.16 12.60
H -14.26 10.46 15.45
H -15.70 12.40 14.93
C -12.36 8.05 17.13
C -11.55 7.61 15.86
C -10.93 8.93 15.37
C -10.39 6.67 16.31
N -12.53 7.04 14.80
H -11.84 8.93 17.51
H -12.48 7.20 17.88
H -13.37 8.42 16.87
H -10.47 9.49 16.17
H -11.69 9.55 14.86
H -10.08 8.74 14.67
H -10.01 7.10 17.25
H -9.59 6.45 15.57
H -10.76 5.68 16.59
C -9.67 2.27 13.38
C -10.45 2.68 14.45
C -11.06 3.94 14.45
C -10.71 4.79 13.37
C -9.79 4.48 12.37
C -9.32 3.18 12.36
As -11.95 6.31 13.12
C -13.51 5.39 12.37
C -14.19 4.27 12.80
C -15.19 3.74 11.97
C -15.58 4.45 10.88
C -14.86 5.58 10.40
C -13.76 6.02 11.12
C -13.01 7.20 10.74
C -13.21 7.91 9.52
C -12.35 8.96 9.23
C -11.37 9.31 10.15
C -11.13 8.66 11.32
C -11.86 7.46 11.52
H -9.32 1.27 13.44
H -10.47 2.08 15.36
H -11.78 4.22 15.22
H -9.27 5.22 11.76
H -8.61 2.84 11.62
H -13.92 3.99 13.86
H -15.66 2.79 12.19
H -16.43 4.05 10.23
H -15.22 6.22 9.61
H -14.00 7.58 8.86
H -12.44 9.53 8.27
H -10.80 10.21 9.91
H -10.47 9.01 12.06
C -14.55 5.25 17.25
C -15.68 5.33 16.29
N -15.84 6.10 15.19
C -16.99 5.68 14.61
C -17.60 4.72 15.36
N -16.70 4.52 16.41
H -14.81 4.46 18.01
H -14.44 6.21 17.66
H -13.58 5.14 16.76
H -17.21 6.13 13.63
H -18.58 4.33 15.35
H -16.82 3.81 17.15
*
```

# 2
Molecular formula: C24H24ErN3O3S
Method: DFT, wB97M-V/def2-TZVPD

* frontier orbital gap (alpha / beta): 0.3406 / 0.3417 hartree
* LUMO (alpha / beta): -5.242 / -5.218 eV
* ΔE to the lowest compared entry with this formula, charge and spin: 0.0 kcal/mol
* ⟨S²⟩: 3.75
* HOMO level (alpha / beta): -14.510 / -14.517 eV

ORCA input file:
```
! RIJCOSX wB97M-V def2-TZVPD def2/J DEFGRID3
* xyz 2 4
Er 1.05 -0.22 -0.60
C 4.88 -1.61 -2.56
O 3.73 -0.77 -2.90
C 2.77 -0.60 -2.08
O 2.80 -1.15 -0.90
H 5.64 -0.97 -2.11
H 5.23 -2.00 -3.51
H 4.60 -2.40 -1.88
O -1.02 0.04 -1.24
S -1.99 -0.64 -0.24
C -3.50 -0.90 -1.02
C -4.64 -0.60 -0.28
C -5.88 -0.85 -0.85
C -5.96 -1.38 -2.19
C -4.81 -1.65 -2.91
C -3.57 -1.42 -2.36
C -1.30 -2.30 -0.20
C -0.25 -2.65 -1.05
C 0.35 -3.90 -0.93
C -0.10 -4.79 0.03
C -1.18 -4.45 0.85
C -1.78 -3.20 0.74
H -4.57 -0.19 0.72
H -6.78 -0.63 -0.30
H -6.94 -1.56 -2.63
H -4.89 -2.03 -3.92
H -2.67 -1.62 -2.92
H 0.00 -2.03 -1.91
H 1.15 -4.17 -1.60
H 0.37 -5.76 0.13
H -1.55 -5.16 1.57
H -2.62 -2.93 1.38
C 0.27 -1.30 5.04
N 1.31 -0.81 4.11
C 2.65 -0.49 4.66
C 1.08 -0.72 2.84
N 0.88 -0.64 1.69
H 0.62 -2.21 5.53
H -0.64 -1.51 4.48
H 0.07 -0.53 5.78
H 3.09 -1.39 5.09
H 2.54 0.27 5.43
H 3.29 -0.12 3.87
N 1.29 2.09 -0.31
C 1.32 3.23 -0.48
C 1.37 4.66 -0.68
C 1.19 5.16 -1.97
C 1.24 6.53 -2.16
C 1.46 7.38 -1.08
C 1.64 6.87 0.20
C 1.59 5.50 0.41
H 1.02 4.49 -2.80
H 1.11 6.94 -3.16
H 1.50 8.45 -1.24
H 1.82 7.53 1.03
H 1.73 5.09 1.40
*
```

# 3
Molecular formula: C27H49BaN6O
Method: DFT, wB97M-V/def2-TZVPD

* frontier orbital gap: 0.2700 hartree
* LUMO: -1.806 eV
* ΔE to the lowest compared entry with this formula, charge and spin: 2.1 kcal/mol
* HOMO level: -9.152 eV

ORCA input file:
```
! RIJCOSX wB97M-V def2-TZVPD def2/J DEFGRID3
* xyz 1 1
Ba 0.60 -0.80 -0.28
C -0.78 -3.91 3.55
C 0.26 -3.71 2.44
C 0.47 -5.02 1.68
O -0.09 -2.65 1.62
H -0.94 -2.99 4.11
H -0.43 -4.67 4.25
H -1.73 -4.20 3.10
H 1.21 -3.49 2.97
H 1.41 -5.04 1.13
H -0.36 -5.23 1.00
H 0.49 -5.89 2.35
C 1.14 4.72 -1.31
C 1.94 4.40 -2.56
C 3.13 3.46 -2.31
C 2.73 2.21 -1.65
N 2.37 1.29 -1.07
H 1.78 4.97 -0.47
H 0.57 3.85 -0.97
H 0.41 5.51 -1.47
H 2.37 5.31 -2.99
H 1.29 4.00 -3.34
H 3.77 4.00 -1.61
H 3.71 3.24 -3.21
C 1.79 0.59 -5.55
C 0.88 1.82 -5.63
C -0.50 1.64 -4.97
C -0.45 1.19 -3.59
N -0.43 0.80 -2.52
H 2.02 0.29 -4.53
H 2.77 0.85 -5.98
H 1.45 -0.28 -6.11
H 0.79 2.06 -6.69
H 1.37 2.64 -5.11
H -1.06 0.90 -5.55
H -1.09 2.55 -5.08
C 1.71 -1.19 4.85
C 0.41 -0.50 5.25
C 0.17 0.86 4.59
C 0.45 0.90 3.16
N 0.66 0.93 2.04
H 2.58 -0.59 5.12
H 1.76 -1.39 3.77
H 1.74 -2.16 5.34
H 0.32 -0.38 6.33
H -0.44 -1.18 5.10
H 0.83 1.60 5.06
H -0.86 1.19 4.72
C -5.31 -3.22 -0.92
C -4.48 -2.96 0.33
C -3.05 -3.51 0.26
C -2.25 -2.86 -0.76
N -1.60 -2.31 -1.54
H -5.32 -4.29 -1.15
H -4.89 -2.64 -1.75
H -6.34 -2.90 -0.81
H -4.98 -3.34 1.22
H -4.45 -1.88 0.53
H -3.12 -4.59 0.12
H -2.53 -3.28 1.19
C 4.19 2.60 1.96
C 4.51 1.59 3.07
C 4.96 0.22 2.57
C 3.95 -0.35 1.66
N 3.18 -0.77 0.93
H 3.22 2.38 1.50
H 4.94 2.63 1.17
H 4.14 3.60 2.40
H 3.62 1.47 3.69
H 5.27 2.02 3.72
H 5.14 -0.47 3.39
H 5.88 0.29 2.00
C -4.02 0.13 -3.23
C -4.10 1.43 -2.45
C -4.21 1.30 -0.94
C -3.02 0.70 -0.36
N -2.09 0.21 0.09
H -4.87 -0.55 -3.11
H -3.14 -0.42 -2.86
H -3.85 0.26 -4.29
H -4.95 2.02 -2.80
H -3.24 2.05 -2.71
H -5.06 0.70 -0.61
H -4.34 2.27 -0.47
*
```